Record 1
Here is a single C5H7N molecule from the Open Molecules 2025 dataset. Energies are from ωB97M-V/def2-TZVPD.

Summary:
total energy: -249.37050 a.u.
LUMO energy: 1.09 eV
energy above the lowest of the compared OMol25 structures with the same formula, charge and spin: 2.796 eV
net charge: 0

Each line ends with the Mulliken charge.
Positions of all 13 atoms, in Å:
1 C -0.153 1.357 -0.798  -1.33
2 C -0.131 0.043 -0.048  1.03
3 C -0.920 -0.126 1.201  -0.64
4 N -1.397 -0.704 -0.048  -0.64
5 C 1.109 -0.708 -0.162  -0.84
6 C 2.147 -1.308 -0.279  0.16
7 H 0.068 1.201 -1.859  0.30
8 H 0.588 2.048 -0.384  0.30
9 H -1.148 1.803 -0.717  0.40
10 H -0.518 -0.787 1.963  0.31
11 H -1.498 0.717 1.575  0.24
12 H -1.221 -1.707 -0.068  0.29
13 H 3.073 -1.831 -0.378  0.44

Forces on the atoms, in the same order (eV/Å):
C -0.034 0.041 -0.003
C 0.131 0.074 -0.080
C 0.052 0.100 0.282
N -0.046 -0.267 -0.160
C 0.389 -0.253 -0.015
C -0.380 0.223 0.043
H -0.020 0.001 0.158
H -0.094 -0.094 -0.075
H 0.124 -0.050 0.017
H -0.046 0.080 -0.096
H 0.089 -0.122 -0.090
H 0.016 0.188 0.002
H -0.181 0.079 0.017



Record 2
Here is 5 unconnected molecules or ions with the total composition C27H33ClN6PS2 from the Open Molecules 2025 dataset. Energies are from ωB97M-V/def2-TZVPD.

Summary:
total energy: -2974.89656 a.u.
LUMO energy: 1.46 eV
net charge: -1

Each line ends with the Mulliken charge.
Positions of all 70 atoms, in Å:
1 S 1.045 1.605 -2.187  -0.11
2 C 0.330 0.221 -2.849  -0.22
3 S -1.501 0.110 -2.755  -0.07
4 C -2.243 -0.677 -4.263  -0.33
5 C -3.254 -1.911 -3.911  -0.53
6 C -2.612 -3.365 -4.145  -1.06
7 P -1.386 -3.937 -2.787  0.83
8 Cl 0.037 -4.364 -4.394  -0.52
9 N 1.246 -0.772 -3.433  0.41
10 C 1.477 -1.216 -4.790  -0.07
11 C 2.634 -2.267 -4.742  -0.44
12 N 3.017 -2.402 -3.325  -0.56
13 C 2.166 -1.503 -2.575  -0.08
14 H -2.909 0.129 -4.764  0.38
15 H -1.489 -1.024 -5.047  0.11
16 H -3.748 -1.784 -2.872  0.28
17 H -4.127 -1.815 -4.668  0.32
18 H -2.052 -3.358 -5.148  0.32
19 H -3.432 -4.161 -4.233  0.37
20 H -1.804 -5.313 -2.907  -0.63
21 H -0.409 -4.400 -1.794  0.11
22 H -0.759 -2.637 -2.689  -0.37
23 H -2.339 -3.656 -1.739  0.03
24 H 0.902 -0.802 -5.678  0.34
25 H 3.104 -2.809 -5.636  0.29
26 H 2.186 -1.312 -1.447  0.30
27 N -2.974 -6.804 -0.912  -0.38
28 C -2.313 -7.560 -1.807  -0.12
29 C -1.747 -8.790 -1.508  -0.63
30 C -1.863 -9.269 -0.212  -0.14
31 C -2.539 -8.509 0.732  -0.40
32 C -3.073 -7.294 0.334  -0.18
33 H -2.245 -7.142 -2.805  0.43
34 H -1.227 -9.358 -2.270  0.34
35 H -1.432 -10.227 0.061  0.35
36 H -2.648 -8.853 1.754  0.33
37 H -3.613 -6.666 1.036  0.34
38 N 2.296 5.441 1.737  -0.49
39 C 1.996 4.326 1.050  -0.16
40 C 0.858 4.182 0.272  -0.29
41 C -0.026 5.248 0.200  -0.47
42 C 0.258 6.412 0.901  -0.41
43 C 1.424 6.459 1.648  -0.35
44 H 2.716 3.520 1.141  0.50
45 H 0.667 3.259 -0.263  0.32
46 H -0.929 5.174 -0.397  0.41
47 H -0.410 7.264 0.867  0.51
48 H 1.692 7.347 2.211  0.36
49 N 4.140 0.050 3.361  -0.55
50 C 3.715 1.294 3.087  -0.24
51 C 4.553 2.396 3.012  -0.07
52 C 5.909 2.206 3.237  -0.50
53 C 6.374 0.930 3.524  -0.27
54 C 5.456 -0.107 3.573  -0.25
55 H 2.647 1.392 2.922  0.42
56 H 4.156 3.378 2.785  0.41
57 H 6.596 3.043 3.189  0.37
58 H 7.426 0.746 3.706  0.35
59 H 5.771 -1.122 3.789  0.35
60 N -2.987 7.879 4.602  -0.56
61 C -2.329 7.139 3.695  -0.20
62 C -1.752 5.910 3.974  -0.03
63 C -1.856 5.414 5.265  -0.47
64 C -2.529 6.159 6.223  -0.25
65 C -3.074 7.375 5.844  -0.27
66 H -2.272 7.570 2.701  0.35
67 H -1.235 5.355 3.201  0.36
68 H -1.417 4.456 5.523  0.38
69 H -2.628 5.803 7.241  0.36
70 H -3.612 7.992 6.556  0.35

Forces on the atoms, in the same order (eV/Å):
S -0.988 -2.048 -0.592
C 0.467 0.891 -0.518
S 1.736 -0.178 -0.926
C -1.363 -0.890 -0.922
C -0.331 -0.175 -0.670
C -0.676 0.807 -0.952
P -0.737 -0.083 1.507
Cl 1.545 -0.688 -1.192
N 1.380 -2.026 -0.106
C 2.766 -2.289 0.829
C -3.420 3.865 3.028
N -3.759 3.448 -0.767
C 1.300 -1.483 -3.305
H 1.367 -0.981 0.971
H -0.765 0.468 1.359
H 1.065 -0.202 -1.469
H 1.300 0.026 1.148
H -1.019 0.135 1.404
H 0.899 1.097 0.242
H -0.270 0.254 -0.319
H 0.014 0.035 -0.144
H -0.242 0.273 -0.228
H -0.156 0.119 0.049
H 0.843 -0.646 1.577
H -0.856 0.906 1.885
H -0.005 -0.473 -2.115
N 0.248 -0.814 0.201
C -0.418 0.366 0.258
C -0.047 -0.059 0.254
C 0.061 -0.094 -0.008
C 0.054 -0.073 -0.058
C 0.002 0.352 -0.599
H 0.037 -0.042 0.077
H -0.019 0.071 0.012
H -0.017 0.051 -0.004
H -0.003 0.038 -0.032
H 0.031 -0.044 0.029
N -0.511 -0.071 -0.317
C 0.190 0.471 0.336
C -0.102 0.026 0.027
C -0.071 0.014 -0.033
C 0.010 -0.138 -0.076
C 0.464 -0.307 0.145
H -0.089 -0.029 -0.116
H -0.005 0.119 0.083
H 0.068 -0.025 0.025
H 0.062 -0.009 0.010
H -0.068 -0.003 -0.027
N 0.439 0.533 0.007
C 0.072 -0.610 0.109
C 0.128 0.017 0.018
C 0.063 0.042 0.002
C -0.069 0.143 -0.030
C -0.605 -0.081 -0.074
H 0.034 0.050 -0.018
H 0.017 -0.021 0.060
H -0.053 -0.048 -0.005
H -0.057 -0.022 -0.015
H 0.039 0.052 -0.009
N 0.269 -0.570 0.156
C -0.310 0.401 0.340
C 0.004 -0.077 0.102
C 0.028 -0.075 0.037
C 0.067 -0.055 -0.120
C -0.035 0.325 -0.494
H 0.022 -0.068 0.010
H -0.017 0.056 0.022
H -0.028 0.064 -0.031
H -0.011 0.039 -0.047
H 0.031 -0.058 0.018



Record 3
Here is a molecular structure, C10H14BIN6Ru from the Open Molecules 2025 dataset. Energies are from ωB97M-V/def2-TZVPD.

Summary:
spin multiplicity: 5
total energy: -1134.76412 a.u.
LUMO energy (spin up / spin down): -7.46 / -10.66 eV
energy above the lowest of the compared OMol25 structures with the same formula, charge and spin: 0.833 eV
net charge: +2

Each line ends with the Löwdin spin population.
Positions of all 33 atoms, in Å:
1 H 0.796 -3.797 0.162  0.00
2 N 0.396 -1.755 -0.333  0.06
3 B -0.115 0.383 -1.575  0.00
4 N 0.125 -1.139 -1.520  0.01
5 C 0.163 -2.036 -2.537  0.00
6 Ru 0.239 -0.404 1.736  2.60
7 H -0.033 -1.729 -3.551  0.00
8 C 0.448 -3.283 -1.992  0.00
9 H 0.538 -4.207 -2.523  0.00
10 C 0.582 -3.066 -0.602  0.00
11 H -0.102 0.764 -2.705  0.00
12 C 0.850 0.024 3.607  0.13
13 H 1.295 -0.960 3.866  0.03
14 H 0.014 0.248 4.297  0.03
15 H 1.588 0.852 3.643  0.02
16 N 1.046 1.036 -0.766  0.00
17 N -1.486 0.678 -0.922  0.01
18 N 1.298 0.753 0.584  0.09
19 N -1.658 0.484 0.431  0.07
20 C 2.011 1.860 -1.220  0.06
21 C -2.648 1.117 -1.412  0.00
22 H 2.002 2.169 -2.261  0.00
23 H -2.722 1.370 -2.451  0.00
24 C 2.872 2.164 -0.175  0.03
25 C -3.573 1.191 -0.375  0.00
26 C 2.401 1.474 0.946  0.04
27 C -2.947 0.783 0.788  0.01
28 H 3.728 2.826 -0.206  0.00
29 H -4.576 1.536 -0.464  0.00
30 H 2.778 1.415 1.960  0.00
31 H -3.292 0.535 1.778  0.00
32 H -0.893 0.955 0.953  0.02
33 I -1.127 -2.242 2.841  0.77

Forces on the atoms, in the same order (eV/Å):
H 0.028 0.152 0.095
N -0.264 -0.305 0.520
B 0.863 -0.986 -0.406
N 0.131 -0.019 0.027
C 0.060 -0.303 1.062
Ru -0.228 -3.132 -0.841
H 0.058 -0.007 0.005
C -0.083 0.713 0.571
H 0.062 -0.242 -0.074
C -0.252 0.786 -1.009
H -0.091 0.120 0.132
C 0.637 0.255 0.902
H 0.109 0.771 0.308
H 0.408 -0.184 -0.388
H -0.397 -0.494 -0.196
N 0.300 0.242 0.800
N -0.788 1.026 0.416
N 0.997 1.925 -1.183
N 0.395 0.019 -0.183
C -0.840 -0.593 0.499
C 1.431 -0.419 0.580
H 0.063 -0.009 0.286
H -0.174 -0.081 -0.268
C 0.323 0.026 0.987
C -0.535 -0.135 1.176
C -0.034 0.047 -1.416
C -0.269 0.098 -1.625
H -0.131 -0.172 -0.033
H -0.517 -0.050 -0.051
H 0.035 0.121 -0.284
H -0.122 0.518 0.116
H -0.816 0.705 -0.426
I -0.359 -0.393 -0.096



Record 4
Here is a molecular structure, C10H11N10O2Pd from the Open Molecules 2025 dataset. Energies are from ωB97M-V/def2-TZVPD.

Summary:
spin multiplicity: 3
total energy: -1213.60055 a.u.
LUMO energy (spin up / spin down): 2.79 / 1.95 eV
net charge: -1

Each line ends with the Löwdin spin population.
Positions of all 34 atoms, in Å:
1 Pd -0.407 0.373 -0.813  1.21
2 N -2.831 2.324 0.744  0.01
3 C -1.590 2.883 0.594  0.01
4 N -1.286 4.120 0.968  0.00
5 N 0.011 4.262 0.645  0.01
6 N 0.469 3.190 0.106  0.01
7 N -0.528 2.278 0.054  0.12
8 C -3.174 1.013 0.491  0.01
9 N -4.362 0.513 0.788  0.00
10 N -4.284 -0.777 0.404  0.02
11 N -3.124 -1.041 -0.079  0.00
12 N -2.375 0.082 -0.045  0.08
13 H -3.533 2.898 1.176  0.00
14 N 1.691 -0.154 0.181  0.06
15 C 1.658 -1.441 0.805  0.01
16 C 1.014 -2.483 0.142  0.01
17 C 0.940 -3.732 0.736  0.00
18 C 1.482 -3.947 1.995  0.00
19 C 2.109 -2.903 2.658  0.00
20 C 2.205 -1.654 2.064  0.00
21 H 1.918 0.601 0.816  0.00
22 H 2.340 -0.126 -0.596  0.00
23 H 0.557 -2.306 -0.826  0.00
24 H 0.427 -4.532 0.219  0.00
25 H 1.404 -4.919 2.463  0.00
26 H 2.527 -3.058 3.645  0.00
27 H 2.697 -0.837 2.579  0.00
28 C 0.807 2.180 -3.166  0.01
29 O 0.687 0.835 -3.639  0.07
30 C 0.119 -0.045 -2.778  0.21
31 O -0.086 -1.173 -3.150  0.14
32 H 1.330 2.726 -3.947  0.00
33 H 1.366 2.231 -2.231  0.00
34 H -0.178 2.618 -3.002  0.00

Forces on the atoms, in the same order (eV/Å):
Pd -0.153 -0.508 0.227
N -0.084 0.050 -0.061
C 0.440 0.105 -0.120
N -0.209 -0.109 0.055
N 0.053 0.106 0.005
N 0.128 -0.104 0.023
N -0.239 0.135 0.053
C -0.002 -0.368 0.031
N 0.033 0.200 -0.013
N -0.019 -0.066 0.077
N 0.004 -0.184 -0.136
N -0.141 0.581 0.007
H -0.006 -0.027 0.019
N 0.141 0.130 -0.266
C -0.107 -0.073 -0.015
C 0.082 0.023 0.033
C -0.029 0.015 -0.053
C 0.019 -0.025 0.057
C 0.008 -0.022 0.024
C -0.045 0.072 -0.042
H -0.011 -0.006 0.024
H 0.014 -0.015 0.002
H 0.023 -0.001 0.001
H 0.005 -0.006 0.004
H 0.002 -0.001 0.000
H -0.001 -0.005 0.000
H -0.004 0.003 0.006
C -0.043 -0.007 0.072
O -0.054 0.013 -0.016
C 0.055 0.031 -0.062
O 0.112 0.020 0.098
H 0.009 0.002 0.004
H -0.015 0.023 -0.039
H 0.033 0.019 0.002